1.
The molecule C4H11NO at a distorted geometry, computed with wB97M-V/def2-TZVPD.

Values from the calculation:
**Orbital gap**: 10.54 eV
**HOMO energy**: -0.348 Ha
**Charge**: 0
**Relative energy (zero: lowest compared OMol25 entry of this formula, charge and spin)**: 1.649 eV
**Structure (SMILES)**: C[C@H](N)[C@@H](C)O

Positions of all 17 atoms, in Å:
C 0.015 0.351 0.784
H 1.813 -0.558 1.751
H -1.025 0.494 1.030
H -0.253 -1.801 -1.835
O 0.650 1.640 0.881
H 1.097 -0.168 -0.928
H -0.377 0.860 -2.744
C 0.666 -0.514 1.869
H -1.897 0.531 -1.512
C 0.020 -0.092 -0.700
N -0.344 -1.538 -0.848
H -1.381 -1.690 -0.667
H 0.448 -0.118 2.903
H 0.337 -1.525 1.892
C -0.747 0.807 -1.574
H -0.647 1.899 -1.075
H 1.625 1.422 0.769

2.
A cluster of 4 separate species, C3H11NO in total at a distorted geometry, computed with wB97M-V/def2-TZVPD.

Values from the calculation:
**Orbital gap (spin up / spin down)**: 8.71 / 8.71 eV
**HOMO energy (spin up / spin down)**: -0.311 / -0.311 Ha
**Charge**: 0
**Relative energy (zero: lowest compared OMol25 entry of this formula, charge and spin)**: 6.568 eV

Positions of all 16 atoms, in Å:
H 3.234 1.096 -0.917
O 2.791 0.679 -0.168
H -1.287 1.645 0.447
C 1.256 -0.913 0.193
C -2.129 -0.317 0.000
C -1.075 0.590 0.598
N 1.896 -0.227 -0.784
H -0.011 1.011 -0.803
H 0.831 -1.842 -0.181
H -0.963 0.456 1.675
H -2.206 -0.174 -1.078
H 0.688 0.718 -1.213
H 1.788 -1.021 1.137
H 0.192 -0.205 0.476
H -3.111 -0.126 0.444
H -1.894 -1.369 0.174

3.
A cluster of 2 separate species, C2H3Br2NO3 in total at a distorted geometry, computed with wB97M-V/def2-TZVPD.

Values from the calculation:
**Orbital gap**: 10.62 eV
**HOMO energy**: -0.381 Ha
**Charge**: 0
**Relative energy (zero: lowest compared OMol25 entry of this formula, charge and spin)**: 0.000 eV
**Structure (SMILES)**: O=C(Br)CBr.O=NO

Positions of all 11 atoms, in Å:
C 0.206 0.663 0.484
Br -2.561 0.250 0.072
O 0.222 -0.099 1.381
O 1.957 -2.743 1.047
O 2.010 -1.754 -0.867
Br 1.852 1.675 0.030
C -0.881 1.071 -0.437
H -1.007 2.154 -0.421
N 1.349 -1.957 0.099
H -0.639 0.753 -1.454
H 1.346 -2.799 1.798

4.
A cluster of 8 separate species, C3H25N2O7 in total at a distorted geometry, computed with wB97M-V/def2-TZVPD.

Values from the calculation:
**Orbital gap**: 9.46 eV
**HOMO energy**: -0.445 Ha
**Charge**: +1
**Relative energy (zero: lowest compared OMol25 entry of this formula, charge and spin)**: 1.362 eV

Positions of all 37 atoms, in Å:
H 2.233 -3.732 0.906
O -2.560 0.636 0.873
H -1.206 0.573 -1.039
H -1.217 -0.189 3.454
H 1.451 -0.862 -1.844
O -2.637 2.859 -0.866
O 1.220 2.424 3.193
H 1.840 3.000 0.341
H -2.007 -3.091 -1.885
O 3.701 -0.740 -0.807
H -2.874 1.492 0.524
H -3.341 0.081 0.933
H -2.260 2.828 -1.756
H 0.379 -0.990 0.470
H 1.040 0.470 0.910
H 0.450 1.287 -1.124
H -0.649 0.217 1.143
C -0.151 0.404 -0.886
H -1.061 -2.636 -3.207
C -1.483 -2.212 -2.282
H -1.909 0.835 2.551
H 4.521 -0.436 -0.413
N -0.384 -1.941 -1.327
O 2.188 2.115 0.508
H 1.724 -4.384 -0.360
O -1.165 0.725 3.163
C 0.358 -0.772 -1.763
H 1.466 2.756 4.058
H 0.274 2.276 3.091
H 0.087 -0.542 -2.804
H -2.100 -1.331 -2.392
H 0.075 -2.791 -1.060
H -3.571 3.010 -1.064
H 2.161 2.217 1.484
N 0.168 0.016 0.519
H 3.239 -0.040 -1.237
O 2.002 -3.531 -0.007

5.
The molecule C5H6N2O at a distorted geometry, computed with wB97M-V/def2-TZVPD.

Values from the calculation:
**Orbital gap**: 9.18 eV
**HOMO energy**: -0.324 Ha
**Charge**: 0
**Relative energy (zero: lowest compared OMol25 entry of this formula, charge and spin)**: 3.105 eV
**Structure (SMILES)**: O=C1[C@@H]2C[C@H]1N=CN2

Positions of all 14 atoms, in Å:
H -2.031 0.298 -0.959
H 1.035 -1.824 0.463
N -0.367 1.670 -0.522
C -1.083 0.317 -0.545
C -0.927 -0.509 0.855
O 0.003 -1.035 -2.379
C -0.290 -0.798 -1.195
H 1.311 2.336 0.320
H 2.183 0.067 0.439
H -1.541 -1.448 1.037
C 0.468 -0.899 0.268
N 1.303 0.303 0.500
H -0.813 0.096 1.777
C 0.748 1.426 -0.060

6.
The ion CH3NO4P with charge +1 at a distorted geometry, computed with wB97M-V/def2-TZVPD.

Values from the calculation:
**Orbital gap (spin up / spin down)**: 8.17 / 7.61 eV
**HOMO energy (spin up / spin down)**: -0.543 / -0.527 Ha
**Charge**: +1
**Relative energy (zero: lowest compared OMol25 entry of this formula, charge and spin)**: 3.585 eV
**Structure (SMILES)**: O=[N+]=C=P(O)(O)O

Positions of all 10 atoms, in Å:
O 1.251 -0.232 3.555
H 1.330 -1.131 -1.507
O 0.384 -1.146 -1.318
N 0.632 0.055 2.639
P -0.237 -0.004 -0.475
C 0.658 -0.063 1.013
O -1.762 -0.267 -0.418
H -0.150 2.174 -1.007
O 0.085 1.290 -1.301
H -2.193 -0.676 -1.180